Record 1
Computed, not measured: the molecule C23H23F3N4O3S, with ωB97M-V with the def2-TZVPD basis set.

As for the HOMO energy: -7.905 eV. Its total energy is -55315.1190 eV. The value obtained for the relative energy (zero: lowest compared OMol25 entry of this formula, charge and spin) is 0.8186 eV. Its structure (SMILES) is CCOc1ccc(/C=N/NC(=O)Cc2csc(Nc3cccc(C(F)(F)F)c3)n2)c(OCC)c1. As for the net charge: 0. The max |F| is 1.28 eV/A.

Each line ends with the natural charge from an NBO analysis.
Cartesian coordinates (Å):
1 C -4.02 -4.16 1.78  -0.639
2 C -3.95 -2.71 2.22  -0.062
3 O -3.66 -1.83 1.14  -0.496
4 C -2.40 -1.75 0.65  0.331
5 C -1.27 -2.38 1.18  -0.374
6 C -0.05 -2.19 0.57  -0.079
7 C 0.10 -1.41 -0.56  -0.200
8 C 1.38 -1.30 -1.23  0.058
9 N 2.47 -1.57 -0.64  -0.230
10 N 3.61 -1.55 -1.35  -0.446
11 C 4.85 -1.52 -0.78  0.688
12 O 5.85 -1.61 -1.46  -0.601
13 C 4.86 -1.25 0.71  -0.530
14 C 4.76 0.24 0.80  0.153
15 C 5.80 1.11 0.76  -0.438
16 S 5.23 2.74 0.68  0.331
17 C 3.58 2.09 0.69  0.281
18 N 2.53 2.95 0.61  -0.581
19 C 1.19 2.64 0.73  0.157
20 C 0.75 1.44 1.28  -0.254
21 C -0.61 1.21 1.43  -0.119
22 C -1.54 2.13 1.01  -0.234
23 C -1.10 3.32 0.44  -0.135
24 C -2.12 4.31 -0.04  0.975
25 F -2.88 4.79 0.97  -0.324
26 F -2.99 3.75 -0.91  -0.332
27 F -1.60 5.37 -0.66  -0.324
28 C 0.25 3.59 0.31  -0.225
29 N 3.52 0.81 0.77  -0.515
30 C -1.04 -0.75 -1.09  0.361
31 O -0.81 0.06 -2.15  -0.501
32 C -1.88 0.77 -2.74  -0.065
33 C -2.73 -0.10 -3.67  -0.638
34 C -2.26 -0.94 -0.48  -0.325
35 H -3.07 -4.50 1.38  0.215
36 H -4.30 -4.79 2.62  0.216
37 H -4.77 -4.28 1.00  0.216
38 H -4.93 -2.38 2.57  0.195
39 H -3.22 -2.58 3.03  0.171
40 H -1.34 -3.00 2.06  0.220
41 H 0.83 -2.68 0.97  0.222
42 H 1.35 -0.99 -2.28  0.174
43 H 3.58 -1.50 -2.37  0.378
44 H 5.79 -1.61 1.14  0.242
45 H 3.99 -1.71 1.18  0.258
46 H 6.85 0.91 0.75  0.246
47 H 2.76 3.90 0.36  0.405
48 H 1.47 0.70 1.57  0.259
49 H -0.93 0.28 1.88  0.216
50 H -2.60 1.95 1.12  0.226
51 H 0.58 4.52 -0.12  0.222
52 H -1.39 1.56 -3.32  0.196
53 H -2.50 1.25 -1.97  0.183
54 H -2.11 -0.53 -4.45  0.214
55 H -3.50 0.51 -4.13  0.218
56 H -3.20 -0.91 -3.12  0.213
57 H -3.16 -0.46 -0.84  0.225

Record 2
Computed, not measured: the molecule C23H23FN2O4S, with ωB97M-V with the def2-TZVPD basis set.

As for the HOMO energy: -7.735 eV. Its total energy is -48946.5536 eV. The value obtained for the relative energy (zero: lowest compared OMol25 entry of this formula, charge and spin) is 0.1125 eV. Its structure (SMILES) is Cc1ccc(S(=O)(=O)Cc2ccc(C(=O)N3CCN(c4ccc(F)cc4)CC3)o2)cc1. As for the net charge: 0. The max |F| is 1.24 eV/A.

Each line ends with the natural charge from an NBO analysis.
Cartesian coordinates (Å):
1 C 1.94 2.71 2.12  -0.637
2 C 0.63 2.55 1.42  0.011
3 C 0.49 2.97 0.09  -0.218
4 C -0.71 2.79 -0.58  -0.201
5 C -1.78 2.19 0.07  -0.239
6 S -3.23 1.96 -0.97  2.145
7 O -2.85 1.03 -2.00  -0.944
8 O -3.69 3.26 -1.39  -0.933
9 C -4.57 1.19 0.03  -0.672
10 C -4.30 -0.26 0.07  0.271
11 C -5.04 -1.36 -0.27  -0.288
12 C -4.18 -2.47 -0.13  -0.232
13 C -2.96 -1.97 0.24  0.175
14 C -1.71 -2.69 0.57  0.628
15 O -1.75 -3.79 1.10  -0.614
16 N -0.54 -2.06 0.30  -0.424
17 C -0.35 -0.92 -0.56  -0.256
18 C 0.59 -1.31 -1.72  -0.215
19 N 1.85 -1.82 -1.23  -0.456
20 C 2.89 -0.96 -0.92  0.247
21 C 4.14 -1.48 -0.56  -0.251
22 C 5.22 -0.65 -0.30  -0.259
23 C 5.06 0.72 -0.40  0.350
24 F 6.10 1.53 -0.14  -0.330
25 C 3.85 1.26 -0.77  -0.259
26 C 2.77 0.43 -1.02  -0.297
27 C 1.61 -3.00 -0.42  -0.216
28 C 0.70 -2.65 0.76  -0.244
29 O -3.04 -0.63 0.38  -0.416
30 C -1.67 1.79 1.39  -0.204
31 C -0.46 1.97 2.05  -0.213
32 H 2.32 3.72 1.99  0.224
33 H 2.67 2.02 1.69  0.237
34 H 1.85 2.50 3.18  0.218
35 H 1.32 3.43 -0.41  0.218
36 H -0.83 3.09 -1.60  0.238
37 H -5.51 1.41 -0.48  0.277
38 H -4.55 1.68 1.00  0.248
39 H -6.07 -1.38 -0.56  0.234
40 H -4.41 -3.50 -0.30  0.243
41 H -1.29 -0.56 -0.98  0.254
42 H 0.10 -0.11 0.02  0.197
43 H 0.74 -0.47 -2.39  0.216
44 H 0.11 -2.11 -2.29  0.203
45 H 4.29 -2.54 -0.51  0.212
46 H 6.18 -1.06 -0.03  0.229
47 H 3.75 2.33 -0.86  0.223
48 H 1.83 0.89 -1.30  0.219
49 H 2.54 -3.41 -0.04  0.211
50 H 1.13 -3.76 -1.05  0.204
51 H 0.45 -3.54 1.34  0.252
52 H 1.21 -1.92 1.41  0.192
53 H -2.49 1.33 1.90  0.222
54 H -0.37 1.65 3.08  0.218

Record 3
Computed, not measured: the molecule C23H23N5O4S2, with ωB97M-V with the def2-TZVPD basis set.

As for the HOMO energy: -8.390 eV. Its total energy is -61535.4801 eV. The value obtained for the relative energy (zero: lowest compared OMol25 entry of this formula, charge and spin) is 1.0638 eV. Its structure (SMILES) is Cc1cc2nnc(SCC(=O)Nc3cccc(S(=O)(=O)N4CCOCC4)c3)n2c2ccccc12. As for the net charge: 0. The max |F| is 1.25 eV/A.

Each line ends with the natural charge from an NBO analysis.
Cartesian coordinates (Å):
1 C 1.88 2.29 2.02  -0.653
2 C 0.55 1.61 1.90  0.065
3 C -0.20 1.82 0.79  -0.241
4 C -1.42 1.12 0.64  0.313
5 N -2.21 1.05 -0.42  -0.308
6 N -3.18 0.19 -0.14  -0.271
7 C -3.01 -0.28 1.07  0.115
8 S -4.01 -1.56 1.72  0.280
9 C -3.38 -2.94 0.68  -0.597
10 C -1.88 -2.98 0.88  0.667
11 O -1.36 -3.57 1.80  -0.594
12 N -1.21 -2.21 -0.04  -0.634
13 C 0.10 -1.74 0.04  0.228
14 C 0.99 -2.12 1.05  -0.246
15 C 2.26 -1.57 1.09  -0.190
16 C 2.66 -0.64 0.14  -0.212
17 C 1.78 -0.27 -0.85  -0.304
18 S 2.28 1.00 -2.01  2.320
19 O 3.64 0.74 -2.40  -0.938
20 O 1.99 2.27 -1.41  -0.956
21 N 1.23 0.74 -3.29  -0.689
22 C 0.36 1.84 -3.65  -0.255
23 C 1.10 2.82 -4.57  -0.089
24 O 1.61 2.16 -5.71  -0.523
25 C 2.50 1.12 -5.35  -0.090
26 C 1.81 0.09 -4.45  -0.254
27 C 0.51 -0.81 -0.92  -0.253
28 N -1.88 0.28 1.63  -0.373
29 C -1.18 0.09 2.81  0.233
30 C -1.67 -0.72 3.84  -0.233
31 C -0.92 -0.91 4.98  -0.186
32 C 0.31 -0.29 5.12  -0.211
33 C 0.79 0.53 4.13  -0.177
34 C 0.06 0.75 2.95  -0.103
35 H 1.86 3.04 2.80  0.224
36 H 2.14 2.76 1.07  0.248
37 H 2.66 1.56 2.26  0.220
38 H 0.13 2.45 -0.02  0.256
39 H -3.69 -2.76 -0.35  0.233
40 H -3.85 -3.83 1.08  0.257
41 H -1.75 -1.80 -0.78  0.416
42 H 0.68 -2.83 1.79  0.263
43 H 2.94 -1.87 1.88  0.223
44 H 3.65 -0.21 0.15  0.237
45 H 0.04 2.34 -2.74  0.240
46 H -0.51 1.43 -4.17  0.209
47 H 0.43 3.59 -4.94  0.200
48 H 1.92 3.28 -4.00  0.174
49 H 2.83 0.67 -6.28  0.198
50 H 3.37 1.54 -4.81  0.183
51 H 2.54 -0.64 -4.09  0.232
52 H 1.01 -0.42 -4.99  0.205
53 H -0.16 -0.48 -1.70  0.246
54 H -2.63 -1.19 3.74  0.239
55 H -1.30 -1.54 5.76  0.220
56 H 0.89 -0.44 6.02  0.218
57 H 1.74 1.03 4.26  0.218

Record 4
Computed, not measured: a structure of composition C23H23N5OOsSSbTe, with ωB97M-V with the def2-TZVPD basis set.

As for the HOMO energy (spin up / spin down): -10.246 / -10.730 eV. Its total energy is -60842.2310 eV. The value obtained for the relative energy (zero: lowest compared OMol25 entry of this formula, charge and spin) is 1.3575 eV. Its spin multiplicity is 5. As for the net charge: +1. The max |F| is 4.01 eV/A.

Each line ends with the Mulliken spin population.
Cartesian coordinates (Å):
1 Os -0.30 -0.63 0.17  0.692
2 C -3.76 2.49 -2.92  0.241
3 C -2.56 2.71 -3.59  -0.084
4 C -1.44 2.09 -3.21  0.183
5 C -1.48 1.28 -2.04  -0.018
6 C -2.74 1.04 -1.34  0.222
7 C -3.87 1.65 -1.83  -0.091
8 N -0.38 0.69 -1.54  0.398
9 N 0.80 0.75 -2.28  0.100
10 C 1.71 -0.11 -1.93  0.173
11 C 3.01 -0.08 -2.67  0.506
12 C 4.10 -0.91 -2.36  -0.085
13 C 4.26 -1.82 -1.42  0.424
14 C 3.16 -2.14 -0.47  -0.024
15 C 1.48 -0.99 -0.71  -0.172
16 H -4.63 3.05 -3.24  0.014
17 H -2.45 3.32 -4.51  -0.002
18 H -0.62 2.06 -3.95  0.003
19 H -2.94 0.44 -0.44  0.019
20 H -4.85 1.48 -1.34  -0.001
21 H 3.16 0.73 -3.33  0.007
22 H 4.98 -0.63 -2.96  0.006
23 H 5.22 -2.43 -1.37  0.001
24 H 3.65 -2.87 0.20  0.004
25 C 1.49 1.21 3.28  0.004
26 Sb 0.61 1.48 1.39  0.037
27 C 2.15 2.46 0.33  0.008
28 C -0.69 3.14 1.95  -0.008
29 H 2.23 1.99 3.46  -0.001
30 H 1.92 0.21 3.31  -0.001
31 H 0.71 1.27 4.09  0.000
32 H 2.47 3.35 0.91  0.000
33 H 1.85 2.82 -0.62  -0.003
34 H 3.02 1.77 0.10  -0.002
35 H -0.30 4.12 1.71  0.000
36 H -0.82 3.03 3.02  0.001
37 H -1.67 3.01 1.47  -0.001
38 N -1.22 -4.25 -1.91  0.005
39 C -0.47 -3.27 -1.41  -0.009
40 O -1.09 -2.23 -1.08  -0.003
41 C 0.98 -3.46 -1.30  -0.016
42 C 1.54 -4.81 -1.58  0.013
43 N 1.96 -5.83 -1.86  -0.005
44 C 1.77 -2.41 -1.01  0.090
45 N 2.62 -0.89 0.10  0.895
46 H -0.84 -5.18 -2.06  -0.001
47 H -2.21 -4.12 -1.89  0.000
48 Te 0.09 -2.03 2.32  0.474
49 C -1.46 -1.01 3.40  -0.048
50 C -1.75 -1.22 4.72  0.030
51 C -2.71 -0.27 5.22  -0.018
52 C -3.16 0.55 4.25  0.037
53 S -2.41 0.24 2.77  0.003
54 H -1.27 -1.90 5.39  0.001
55 H -2.94 -0.25 6.26  -0.001
56 H -3.93 1.30 4.33  0.002

Record 5
Computed, not measured: a structure of composition C23H24AsBrN3O2S2Zr, with ωB97M-V with the def2-TZVPD basis set.

As for the HOMO energy: -16.827 eV. Its total energy is -186616.2623 eV. The value obtained for the relative energy (zero: lowest compared OMol25 entry of this formula, charge and spin) is 0.0609 eV. As for the net charge: +3. The max |F| is 0.27 eV/A.

Each line ends with the natural charge from an NBO analysis.
Cartesian coordinates (Å):
1 Zr -0.48 -0.17 -0.47  2.110
2 O -0.84 -0.56 3.17  -0.838
3 S 0.16 -0.83 2.20  2.301
4 O -0.38 -1.64 0.99  -0.994
5 N 0.59 0.41 1.26  -1.030
6 C 0.78 1.75 1.65  0.069
7 C 1.32 2.26 2.80  -0.145
8 C 1.44 3.66 2.96  -0.169
9 C 1.04 4.52 1.98  -0.137
10 C 0.48 4.02 0.78  -0.107
11 C 0.03 4.83 -0.28  -0.019
12 C -0.52 4.25 -1.40  -0.265
13 C -0.63 2.86 -1.47  0.120
14 N -0.22 2.05 -0.49  -0.648
15 C 0.34 2.63 0.63  0.215
16 C 1.53 -1.62 2.88  -0.352
17 C 1.36 -2.25 4.11  -0.162
18 C 2.46 -2.90 4.66  -0.187
19 C 3.67 -2.91 3.99  -0.117
20 C 3.82 -2.27 2.76  -0.183
21 C 2.75 -1.62 2.19  -0.197
22 H 1.66 1.60 3.59  0.249
23 H 1.87 4.04 3.87  0.261
24 H 1.15 5.59 2.11  0.254
25 H 0.11 5.91 -0.21  0.261
26 H -0.86 4.85 -2.23  0.269
27 H -1.05 2.39 -2.35  0.224
28 H 0.41 -2.22 4.63  0.261
29 H 2.36 -3.39 5.62  0.258
30 H 4.52 -3.41 4.44  0.254
31 H 4.78 -2.27 2.26  0.248
32 H 2.85 -1.10 1.25  0.229
33 C 0.83 -3.56 -3.22  -0.953
34 As 0.64 -1.85 -4.07  1.526
35 C 2.11 -1.54 -5.25  -0.947
36 C -1.00 -1.73 -5.05  -0.955
37 S 0.81 -0.23 -2.61  -0.601
38 H 0.83 -4.33 -3.99  0.287
39 H 0.01 -3.74 -2.53  0.250
40 H 1.78 -3.58 -2.69  0.277
41 H 2.08 -2.32 -6.02  0.281
42 H 3.05 -1.59 -4.71  0.280
43 H 1.98 -0.56 -5.71  0.277
44 H -0.96 -2.48 -5.83  0.285
45 H -1.05 -0.74 -5.50  0.277
46 H -1.85 -1.90 -4.40  0.258
47 Br -2.54 -2.14 -1.34  0.238
48 C -3.46 -0.78 -0.38  0.178
49 C -4.79 -0.88 -0.06  -0.237
50 C -5.33 0.17 0.67  -0.052
51 C -4.53 1.25 1.04  -0.214
52 C -3.20 1.26 0.66  0.094
53 N -2.67 0.25 -0.06  -0.646
54 H -5.38 -1.74 -0.35  0.280
55 H -6.37 0.15 0.96  0.274
56 H -4.93 2.08 1.61  0.275
57 H -2.54 2.07 0.92  0.236

Among the records above, which one has the highest total energy? C23H23FN2O4S